No. 1
Entry from the Open Molecules 2025 dataset: a molecular structure, C24H21Br2FN4OPdSeSi (ωB97M-V/def2-TZVPD).

Element x y z (Å)
Pd  -0.929  0.829  -0.923
C  0.113  0.211  3.836
Si  -0.755  -0.073  2.174
C  -1.408  -1.849  2.210
C  -2.270  1.027  2.125
N  0.283  0.329  0.878
C  1.551  -0.120  0.745
C  2.075  -1.305  1.324
C  3.390  -1.717  1.168
C  4.288  -0.975  0.414
C  3.823  0.199  -0.178
C  2.518  0.593  -0.010
F  2.140  1.747  -0.610
H  -0.520  -0.094  4.675
H  0.354  1.270  3.955
H  1.048  -0.353  3.892
H  -2.184  -1.945  2.977
H  -0.635  -2.593  2.423
H  -1.852  -2.086  1.240
H  -2.917  0.840  2.990
H  -2.849  0.837  1.217
H  -1.995  2.084  2.124
H  1.393  -1.923  1.895
H  3.710  -2.644  1.633
H  5.313  -1.297  0.275
H  4.470  0.827  -0.781
Br  -3.176  -3.868  -1.023
C  -1.503  -3.503  -1.849
C  -0.840  -4.549  -2.486
C  0.365  -4.342  -3.102
Br  1.224  -5.826  -3.951
C  0.959  -3.059  -3.114
C  2.195  -2.748  -3.727
C  2.665  -1.465  -3.698
C  1.895  -0.476  -3.061
N  0.757  -0.740  -2.480
C  0.277  -1.992  -2.474
C  -1.006  -2.181  -1.774
O  -1.602  -1.251  -1.169
H  -1.288  -5.533  -2.486
H  2.757  -3.537  -4.210
H  3.615  -1.205  -4.150
H  2.233  0.556  -3.015
Se  -2.058  2.367  -2.338
N  -0.734  2.862  -1.166
C  -1.400  3.616  -0.206
C  -0.743  4.242  0.850
C  -1.468  4.929  1.812
C  -2.863  5.010  1.702
C  -3.534  4.420  0.650
C  -2.822  3.725  -0.354
N  -3.391  3.203  -1.463
H  0.332  4.130  0.922
H  -0.961  5.385  2.654
H  -3.428  5.538  2.463
H  -4.614  4.474  0.575

The total energy comes out at -9288.2314 a.u. The highest occupied orbital energy comes out at -0.7670 eV. As for the total charge: -2. The LUMO energy is 0.1456 Eh. As for the spin multiplicity: 1. Its molar mass is 773.73 g mol⁻¹.

Atomic partial charges in e from the Löwdin method, atoms 1 to 4: 0.547 -0.185 0.355 -0.180

=====

No. 2
Entry from the Open Molecules 2025 dataset: a molecular structure, C24H21BrCuN4O in a non-equilibrium geometry (ωB97M-V/def2-TZVPD).

Element x y z (Å)
Cu  -0.238  0.087  -0.151
Br  -6.298  -3.677  -4.023
C  -6.135  -3.626  -2.131
C  -6.223  -4.799  -1.408
C  -6.101  -4.757  -0.022
C  -5.857  -3.565  0.652
C  -5.781  -2.390  -0.105
C  -5.927  -2.417  -1.490
N  -5.907  -3.606  2.086
N  -5.316  -2.758  2.813
C  -4.179  -2.035  2.433
C  -4.058  -0.806  3.103
C  -3.107  0.141  2.810
C  -2.131  -0.102  1.806
O  -1.303  0.736  1.438
C  -2.114  -1.471  1.223
N  -1.052  -1.735  0.418
C  -0.915  -2.947  -0.069
C  -1.810  -3.981  0.240
C  -2.892  -3.725  1.034
C  -3.107  -2.421  1.535
H  -6.393  -5.740  -1.918
H  -6.189  -5.666  0.564
H  -5.618  -1.445  0.397
H  -5.867  -1.499  -2.063
H  -4.830  -0.591  3.836
H  -3.095  1.103  3.308
H  -0.055  -3.114  -0.711
H  -1.634  -4.979  -0.144
H  -3.558  -4.530  1.299
C  2.664  -1.121  -0.096
N  2.041  0.145  0.262
C  2.390  0.542  1.617
C  2.365  1.191  -0.719
C  1.655  0.956  -2.043
C  2.336  1.147  -3.247
C  1.662  1.010  -4.464
C  0.307  0.686  -4.445
C  -0.350  0.466  -3.224
C  0.288  0.580  -1.971
H  3.765  -1.056  -0.077
H  2.351  -1.405  -1.102
H  2.346  -1.898  0.604
H  3.467  0.758  1.729
H  2.124  -0.258  2.310
H  1.821  1.432  1.893
H  3.456  1.277  -0.855
H  2.007  2.132  -0.298
H  3.398  1.404  -3.242
H  2.186  1.153  -5.407
H  -0.239  0.594  -5.385
H  -1.407  0.196  -3.256

The total energy comes out at -5435.9244 a.u. The highest occupied orbital energy comes out at -3.6359 eV. As for the total charge: -1. The LUMO energy is 0.0891 Eh. As for the spin multiplicity: 1. Its molar mass is 524.91 g mol⁻¹.

Atomic partial charges in e from the Löwdin method, atoms 1 to 4: 0.329 0.694 -0.709 -0.140

=====

No. 3
Entry from the Open Molecules 2025 dataset: a molecular structure, C24H21CeNO4 in a non-equilibrium geometry (ωB97M-V/def2-TZVPD).

Element x y z (Å)
Ce  -0.828  -1.195  -0.788
C  -3.552  3.628  4.650
O  -3.192  3.363  3.298
C  -2.865  2.113  2.964
C  -2.786  1.051  3.885
C  -2.450  -0.191  3.433
C  -2.210  -0.467  2.067
C  -2.050  -1.826  1.652
C  -1.747  -2.899  2.663
O  -2.194  -2.214  0.447
C  -2.216  0.647  1.140
O  -1.863  0.524  -0.115
C  -2.568  1.902  1.631
H  -3.840  4.674  4.681
H  -2.712  3.467  5.329
H  -4.397  3.012  4.964
H  -2.993  1.197  4.935
H  -2.407  -1.002  4.147
H  -0.950  -2.594  3.340
H  -1.455  -3.801  2.131
H  -2.640  -3.124  3.249
H  -2.586  2.738  0.944
C  4.300  1.462  -1.601
C  2.950  1.468  -2.003
C  2.093  0.519  -1.522
C  2.513  -0.487  -0.611
C  1.566  -1.443  -0.101
C  2.091  -2.374  0.778
C  3.452  -2.413  1.153
C  4.332  -1.493  0.661
C  3.882  -0.493  -0.232
C  4.752  0.500  -0.742
H  4.972  2.225  -1.972
H  2.601  2.225  -2.695
H  1.046  0.539  -1.829
H  1.440  -3.130  1.216
H  3.794  -3.182  1.835
H  5.376  -1.510  0.950
H  5.790  0.487  -0.431
O  -1.378  -1.823  -2.753
N  -0.767  -0.979  -3.581
C  -1.119  0.334  -3.598
C  -0.540  1.189  -4.503
C  0.417  0.727  -5.395
C  0.763  -0.619  -5.347
C  0.158  -1.451  -4.442
H  -1.888  0.628  -2.894
H  -0.842  2.227  -4.510
H  0.880  1.392  -6.109
H  1.502  -1.025  -6.023
H  0.368  -2.506  -4.347

The total energy comes out at -1757.7399 a.u. The highest occupied orbital energy (spin up / spin down) comes out at -10.0760 / -10.0787 eV. As for the total charge: +1. The LUMO energy (spin up / spin down) is -0.1401 / -0.1396 Eh. As for the spin multiplicity: 2. Its molar mass is 527.55 g mol⁻¹.

Atomic partial charges in e from the Löwdin method, atoms 1 to 4: 1.463 -0.050 -0.038 -0.256

=====

No. 4
Entry from the Open Molecules 2025 dataset: a molecular structure, C24H21CrO3 in a non-equilibrium geometry (ωB97M-V/def2-TZVPD).

Element x y z (Å)
C  -0.530  -2.604  2.467
C  -1.680  -1.641  2.350
C  -1.407  -0.327  2.076
C  -3.017  -2.147  2.562
C  -4.146  -1.411  2.571
C  -5.503  -2.026  2.703
H  -0.900  -3.636  2.455
H  0.203  -2.471  1.659
H  -0.009  -2.426  3.418
H  -2.187  0.428  2.187
H  -0.378  -0.055  1.833
H  -3.089  -3.237  2.710
H  -4.119  -0.321  2.521
H  -6.256  -1.234  2.734
H  -5.735  -2.688  1.856
H  -5.589  -2.631  3.617
O  5.847  0.434  -1.137
C  4.883  -0.073  -1.552
Cr  3.273  -1.001  -1.964
C  2.682  -0.356  -0.288
O  2.357  0.014  0.773
C  4.006  -2.412  -0.924
O  4.489  -3.149  -0.163
C  3.626  -1.655  -4.014
C  3.451  -0.266  -3.998
C  2.338  0.295  -3.364
C  1.352  -0.527  -2.758
C  0.403  0.016  -1.802
C  -0.296  0.597  -0.969
C  -1.194  1.173  -0.124
C  -1.056  2.553  0.226
C  -1.988  3.218  1.068
C  -1.809  4.559  1.398
C  -0.712  5.271  0.883
C  0.206  4.639  0.026
C  0.044  3.293  -0.286
C  1.551  -1.928  -2.799
C  2.659  -2.486  -3.434
H  4.522  -2.089  -4.459
H  4.192  0.390  -4.456
H  2.226  1.381  -3.285
H  -2.114  0.653  0.150
H  -2.852  2.662  1.435
H  -2.539  5.060  2.041
H  -0.577  6.321  1.138
H  1.041  5.193  -0.412
H  0.740  2.767  -0.947
H  0.822  -2.552  -2.274
H  2.770  -3.569  -3.448

The total energy comes out at -2196.5104 a.u. The highest occupied orbital energy (spin up / spin down) comes out at -12.6753 / -12.6753 eV. As for the total charge: +2. The LUMO energy (spin up / spin down) is -0.2361 / -0.3948 Eh. As for the spin multiplicity: 4. Its molar mass is 409.42 g mol⁻¹.

Atomic partial charges in e from the Löwdin method, atoms 1 to 4: -0.052 -0.330 -0.005 -0.084

=====

No. 5
Entry from the Open Molecules 2025 dataset: a single C24H21N3O2 molecule in a non-equilibrium geometry (ωB97M-V/def2-TZVPD).

Element x y z (Å)
N  1.334  -1.927  2.645
N  -1.073  2.400  -0.231
O  -2.308  1.126  -1.560
O  -0.757  -1.424  2.027
C  0.455  -0.969  2.504
C  -1.421  2.129  -1.453
C  1.681  2.443  3.310
C  1.864  1.021  3.110
C  0.365  2.709  2.984
C  0.666  0.456  2.705
C  -2.524  0.728  -0.278
C  -1.711  1.447  0.542
C  -0.218  4.441  -4.844
C  3.062  -4.589  -1.253
C  -1.142  3.450  -5.014
C  0.395  4.639  -3.607
C  2.539  -3.280  -1.172
C  2.746  -5.492  -0.207
C  -1.544  2.692  -3.927
C  0.001  3.898  -2.498
C  1.766  -2.861  -0.092
C  2.002  -5.042  0.941
C  -0.982  2.881  -2.629
C  1.509  -3.727  0.996
N  -0.244  1.520  2.548
C  -3.519  -0.319  0.054
C  -1.610  1.417  2.062
C  -0.657  -2.840  1.934
C  0.773  -3.198  2.200
H  2.418  3.211  3.595
H  2.802  0.454  3.195
H  -0.129  3.685  2.978
H  0.090  5.034  -5.680
H  3.743  -4.827  -2.078
H  -1.661  3.317  -5.946
H  1.098  5.459  -3.503
H  2.702  -2.613  -2.025
H  3.136  -6.520  -0.239
H  -2.335  1.950  -4.093
H  0.358  4.083  -1.478
H  1.460  -1.824  -0.098
H  1.808  -5.739  1.697
H  -3.493  -0.654  1.130
H  -3.321  -1.214  -0.550
H  -4.514  0.082  -0.198
H  -2.160  2.266  2.452
H  -2.077  0.546  2.481
H  -0.948  -3.159  0.965
H  -1.308  -3.292  2.641
H  0.887  -3.973  2.959

The total energy comes out at -1241.8796 a.u. Its SMILES is Cc1oc(-c2ccccc2)nc1Cn1cccc1C1=N[C@H](c2ccccc2)CO1. The highest occupied orbital energy comes out at -8.1341 eV. As for the total charge: 0. The LUMO energy is 0.0217 Eh. As for the spin multiplicity: 1. Its molar mass is 383.45 g mol⁻¹.

Atomic partial charges in e from the Löwdin method, atoms 1 to 4: 0.157 0.203 0.132 -0.022

=====

No. 6
Entry from the Open Molecules 2025 dataset: a molecular structure, C24H21N4O2Pt (ωB97M-V/def2-TZVPD).

Element x y z (Å)
Pt  0.920  -0.180  -0.974
O  1.881  -3.834  0.659
C  1.753  -2.666  0.274
N  0.908  -2.138  -0.609
C  -0.081  -2.815  -1.352
C  -0.371  -4.167  -1.222
C  -1.367  -4.737  -2.010
C  -2.066  -3.969  -2.924
C  -1.784  -2.614  -3.071
C  -0.797  -2.028  -2.288
N  -0.431  -0.668  -2.355
C  -0.907  0.254  -3.188
O  -1.760  0.163  -4.079
C  -0.216  1.581  -2.948
C  -0.617  2.708  -3.649
C  0.008  3.914  -3.396
C  1.018  3.956  -2.442
C  1.356  2.798  -1.772
N  0.764  1.626  -2.022
C  2.682  -1.597  0.814
C  3.583  -1.906  1.821
C  4.404  -0.912  2.317
C  4.297  0.369  1.789
C  3.368  0.608  0.797
N  2.578  -0.352  0.306
H  0.187  -4.748  -0.505
H  -1.592  -5.791  -1.897
H  -2.843  -4.417  -3.533
H  -2.315  -1.996  -3.777
H  -1.416  2.585  -4.365
H  -0.290  4.811  -3.925
H  1.537  4.874  -2.201
H  2.111  2.791  -1.000
H  3.595  -2.927  2.177
H  5.112  -1.126  3.108
H  4.912  1.185  2.141
H  3.229  1.595  0.378
C  -3.370  1.550  2.304
C  -1.951  1.279  2.826
C  -1.998  0.090  3.796
C  -1.458  2.520  3.586
C  -1.052  0.970  1.703
C  -0.330  0.650  0.769
H  -4.046  1.771  3.136
H  -3.748  0.681  1.764
H  -3.370  2.396  1.615
H  -2.671  0.306  4.633
H  -1.003  -0.123  4.190
H  -2.350  -0.806  3.283
H  -2.129  2.745  4.421
H  -1.421  3.385  2.923
H  -0.453  2.353  3.978

The total energy comes out at -1416.0179 a.u. The highest occupied orbital energy comes out at -2.9411 eV. As for the total charge: -1. The LUMO energy is 0.0929 Eh. As for the spin multiplicity: 1. Its molar mass is 592.54 g mol⁻¹.

Atomic partial charges in e from the Löwdin method, atoms 1 to 4: 1.163 -0.003 -0.475 -0.069

=====

No. 7
Entry from the Open Molecules 2025 dataset: a molecular structure, C24H21N6Pt (ωB97M-V/def2-TZVPD).

Element x y z (Å)
Pt  -0.377  0.391  0.159
N  2.063  -0.711  -1.885
C  2.560  -1.492  -0.829
C  3.901  -1.387  -0.467
C  4.429  -2.161  0.553
C  3.620  -3.066  1.223
C  2.289  -3.182  0.852
C  1.734  -2.410  -0.164
C  0.295  -2.619  -0.521
C  -0.042  -3.914  -0.927
C  -1.350  -4.269  -1.215
C  -2.341  -3.309  -1.090
C  -2.001  -2.021  -0.702
C  -0.690  -1.611  -0.407
H  2.534  0.183  -1.925
H  1.074  -0.538  -1.738
H  4.531  -0.676  -0.992
H  5.470  -2.047  0.830
H  4.012  -3.662  2.037
H  1.639  -3.867  1.385
H  0.747  -4.652  -1.016
H  -1.588  -5.280  -1.526
H  -3.377  -3.561  -1.292
H  -2.808  -1.298  -0.612
C  -3.370  1.926  0.021
C  -2.750  1.496  -1.259
N  -1.563  0.939  -1.380
C  -1.368  0.667  -2.719
C  -2.453  1.083  -3.416
N  -3.317  1.607  -2.480
H  -3.422  1.074  0.701
H  -4.368  2.334  -0.140
H  -2.735  2.674  0.495
H  -0.468  0.197  -3.073
H  -2.685  1.056  -4.464
H  -4.234  1.975  -2.653
C  0.338  5.146  1.312
C  -0.005  4.773  0.021
C  -0.206  3.431  -0.289
C  -0.074  2.397  0.654
C  0.286  2.819  1.945
C  0.483  4.155  2.273
H  0.495  6.189  1.564
H  -0.113  5.527  -0.752
H  -0.464  3.191  -1.317
H  0.418  2.078  2.724
H  0.755  4.422  3.289
N  0.891  -0.587  6.069
C  0.961  -0.951  4.970
N  1.070  -1.472  3.763
C  0.841  -0.791  2.705
N  0.736  -0.197  1.707

The total energy comes out at -1375.1026 a.u. The highest occupied orbital energy comes out at -4.9837 eV. As for the total charge: -1. The LUMO energy is 0.0788 Eh. As for the spin multiplicity: 1. Its molar mass is 588.55 g mol⁻¹.

Atomic partial charges in e from the Löwdin method, atoms 1 to 4: 1.053 0.096 -0.286 -0.051

=====

No. 8
Entry from the Open Molecules 2025 dataset: a molecular structure, C24H22AsN4O7SV in a non-equilibrium geometry (ωB97M-V/def2-TZVPD).

Element x y z (Å)
V  -0.339  -0.145  -0.213
O  3.478  0.750  1.359
As  1.931  0.615  2.254
O  2.187  1.514  -1.270
O  0.855  0.337  0.917
C  1.679  2.556  2.389
C  2.801  3.235  2.848
C  2.782  4.604  3.075
C  1.627  5.327  2.845
C  0.485  4.681  2.399
C  0.504  3.305  2.179
S  -1.063  2.671  1.628
O  -2.059  3.644  1.930
O  -0.810  2.665  0.061
O  -1.300  1.303  2.035
H  4.049  0.015  1.604
H  3.714  2.678  3.019
H  3.670  5.101  3.443
H  1.605  6.395  3.020
H  -0.430  5.230  2.232
C  -1.358  -2.772  3.120
C  -0.820  -1.748  2.335
N  -0.922  -1.720  1.012
C  -1.631  -2.728  0.433
C  -2.172  -3.805  1.125
C  -2.021  -3.809  2.522
C  -2.845  -4.838  0.380
C  -2.956  -4.769  -0.962
C  -2.449  -3.635  -1.688
C  -2.567  -3.462  -3.078
C  -2.087  -2.311  -3.645
C  -1.504  -1.328  -2.839
N  -1.372  -1.464  -1.529
C  -1.822  -2.616  -0.979
H  -1.235  -2.727  4.193
H  -0.297  -0.930  2.805
H  -2.435  -4.619  3.111
H  -3.258  -5.679  0.923
H  -3.445  -5.562  -1.514
H  -3.034  -4.228  -3.684
H  -2.166  -2.138  -4.710
H  -1.146  -0.397  -3.256
C  3.234  2.398  -1.667
C  2.185  0.302  -1.776
N  1.284  -0.618  -1.487
C  1.651  -1.740  -2.224
C  2.762  -1.490  -2.943
N  3.100  -0.174  -2.648
H  3.028  3.339  -1.171
H  3.224  2.550  -2.748
H  4.200  2.019  -1.330
H  1.087  -2.657  -2.163
H  3.340  -2.096  -3.617
H  3.889  0.328  -3.013
C  -2.898  1.503  -0.663
C  -1.383  1.528  -0.675
O  -0.687  1.134  -1.685
H  -3.272  1.857  -1.626
H  -3.306  2.134  0.122
H  -3.262  0.488  -0.512

The total energy comes out at -5251.3449 a.u. The highest occupied orbital energy (spin up / spin down) comes out at -10.6680 / -10.5313 eV. As for the total charge: +1. The LUMO energy (spin up / spin down) is -0.1209 / -0.1293 Eh. As for the spin multiplicity: 2. Its molar mass is 636.39 g mol⁻¹.

Atomic partial charges in e from the Löwdin method, atoms 1 to 4: 0.910 -0.353 1.237 -0.029